Entry 1:
A structure of composition C27H33N5O4PSeTi at a distorted geometry, computed with ωB97M-V/def2-TZVPD.

Geometry as XYZ:
```
72
Properties=species:S:1:pos:R:3:forces:R:3
Ti 1.053007 -1.482367 0.108698 1.4 -0.4 0.4
O -2.934364 -2.245193 -1.356350 -0.3 -0.2 -0.2
C -2.411683 -1.235634 -0.896619 -0.7 0.2 -0.4
O -1.354711 -1.151909 -0.199489 0.7 -0.8 0.5
C -3.059962 0.151312 -1.132398 0.5 0.1 0.2
P -1.751041 1.167692 -0.318013 -0.9 0.8 -0.3
C -2.413126 1.104085 1.387731 0.1 0.0 -0.1
C -3.643343 1.671653 1.701255 0.0 0.0 0.1
C -4.145375 1.588930 2.987116 -0.2 0.1 0.1
C -3.417779 0.944190 3.975518 0.0 -0.1 0.1
C -2.197315 0.368490 3.664453 0.0 -0.1 0.2
C -1.696559 0.442926 2.376430 0.1 0.0 -0.1
C -2.100677 2.928090 -0.724032 0.2 0.0 0.0
C -2.385247 3.346981 -2.024393 -0.2 -0.1 0.1
C -2.139779 4.647777 -2.428538 0.1 0.2 -0.1
C -1.591277 5.559847 -1.540936 0.0 0.2 -0.1
C -1.322865 5.169137 -0.237212 0.0 0.2 0.0
C -1.565814 3.870904 0.160146 -0.3 0.0 0.1
H -4.041434 0.222642 -0.655542 0.1 -0.1 -0.1
H -3.165005 0.352847 -2.200400 0.0 -0.1 0.0
H -4.207629 2.186215 0.933871 0.0 0.0 -0.1
H -5.110663 2.023196 3.218554 0.0 0.0 0.0
H -3.803311 0.883789 4.985513 0.0 0.0 0.0
H -1.639498 -0.151894 4.430177 0.1 0.0 0.1
H -0.747329 -0.018809 2.127560 -0.1 0.1 0.0
H -2.793415 2.639842 -2.736332 0.0 -0.1 -0.1
H -2.344623 4.946914 -3.450646 0.0 0.0 0.0
H -1.354278 6.564855 -1.865941 -0.1 0.0 0.0
H -0.887498 5.877966 0.456563 0.0 0.0 0.0
H -1.320735 3.556320 1.167135 0.1 0.0 0.0
C 0.825727 2.079465 -2.809360 0.0 -0.3 -0.1
N 1.131362 1.922085 -1.410219 0.0 -1.0 0.2
C 1.469646 3.001063 -0.600155 0.2 0.7 -0.2
C 1.706806 2.781713 0.736335 -0.1 -0.9 0.5
C 1.508776 1.507189 1.269791 0.4 1.6 -0.1
N 1.049990 0.498727 0.472719 -0.1 -0.3 -0.2
C 0.945139 0.684072 -0.843443 0.3 2.5 -0.4
O 0.727812 -0.309274 -1.574898 -0.1 -0.6 -0.6
N 1.680970 1.201945 2.600074 -0.2 -0.2 0.6
H 0.970843 3.117319 -3.106405 0.0 0.0 0.1
H -0.215185 1.791414 -2.991718 0.1 0.1 -0.1
H 1.475202 1.431801 -3.404934 -0.1 0.1 -0.1
H 1.588878 3.950437 -1.094925 0.0 0.0 0.0
H 2.034897 3.591036 1.368746 0.0 0.1 0.1
H 2.375436 1.773041 3.062542 -0.1 -0.2 -0.1
H 1.866954 0.206794 2.724755 0.3 0.2 -0.1
C 3.165506 -1.151030 -2.662566 -0.2 0.7 -0.2
N 3.120870 -2.479106 -2.114754 -0.2 -0.6 -0.2
C 4.141072 -3.369149 -2.320982 0.2 -0.3 0.2
C 3.939695 -4.390297 -1.462294 0.4 0.1 -0.3
N 2.804250 -4.103702 -0.757466 -0.2 -0.1 -0.6
C 2.453892 -4.850895 0.419683 -0.3 -0.1 0.5
C 2.276993 -2.913105 -1.142403 0.3 0.5 0.5
Se 3.306255 -1.439283 1.226104 -0.9 -0.2 -0.4
H 2.207225 -0.885334 -3.113775 0.3 0.0 0.1
H 3.951926 -1.095794 -3.418564 0.0 -0.1 0.1
H 3.397716 -0.445814 -1.851604 -0.1 -0.1 -0.2
H 4.917888 -3.186071 -3.036241 0.1 0.0 -0.1
H 4.511689 -5.276529 -1.281138 0.1 -0.2 0.0
H 3.155749 -5.677231 0.526846 0.0 0.0 0.0
H 1.441738 -5.250348 0.377169 0.0 0.1 -0.1
H 2.550129 -4.182612 1.281595 0.0 -0.1 0.0
C -0.830692 -4.102704 -0.278815 -0.4 0.1 -0.8
O -0.523149 -3.847239 1.077874 0.7 0.7 0.9
C 0.300766 -2.821392 1.395131 -1.2 -1.5 0.6
C 0.436400 -2.797563 2.897351 0.2 -0.1 -0.1
H -1.755423 -3.589735 -0.567074 0.3 -0.1 0.1
H -0.975625 -5.183117 -0.381573 0.2 0.1 0.0
H -0.030107 -3.746865 -0.949725 -0.2 -0.3 0.2
H 0.385300 -3.816168 3.300955 -0.1 0.1 0.0
H -0.383820 -2.220582 3.341232 0.0 0.0 -0.1
H 1.383833 -2.337953 3.182254 -0.1 0.0 -0.1
```
Positions in Å, forces in eV/Å.

expectation value of S²	2.02
relative energy (zero: lowest compared OMol25 entry of this formula, charge and spin)	71.9	kJ/mol
2S+1	3
frontier orbital gap (alpha / beta)	4.7 / 6.3	eV
charge	-1
LUMO level (alpha / beta)	2.73 / 2.72	eV



Entry 2:
An isolated molecule of C27H33NO5, computed with ωB97M-V/def2-TZVPD.

Geometry as XYZ:
```
66
Properties=species:S:1:pos:R:3:forces:R:3
C -4.760803 -1.034754 1.351212 -0.2 0.0 -0.1
O -3.508117 -0.956659 1.983840 0.3 0.1 0.2
C -2.751868 0.155896 1.788104 0.0 0.1 0.0
C -1.505478 0.165180 2.416509 -0.1 -0.1 0.0
C -0.666818 1.249570 2.286440 -0.2 0.0 0.0
C -1.039350 2.359385 1.532927 -0.1 0.2 0.0
C -0.101858 3.526530 1.389198 0.1 -0.1 0.0
N 0.907137 3.293491 0.352539 -0.1 0.0 0.1
C 1.980007 4.262332 0.467187 0.0 -0.1 0.0
C 0.288646 3.315610 -0.963065 0.2 -0.1 -0.3
C 1.224722 2.917378 -2.116744 0.2 -0.4 0.5
O 0.492284 2.871957 -3.318446 -0.3 0.0 -0.3
C 1.886542 1.552756 -1.865820 0.2 0.5 -0.2
O 0.900175 0.539400 -1.884104 -0.3 0.0 -0.1
C 0.708834 -0.122918 -0.639186 0.0 -0.1 0.4
C -0.517800 -1.001948 -0.732408 0.0 0.2 -0.3
C -0.701775 -2.033992 0.183429 -0.1 0.0 -0.1
C -1.811813 -2.845357 0.117249 -0.2 -0.1 -0.1
C -2.773110 -2.650446 -0.875076 0.2 0.1 0.0
O -3.828023 -3.518454 -0.863457 0.2 0.0 0.3
C -4.794166 -3.413433 -1.878463 -0.1 0.0 -0.2
C -2.603121 -1.613406 -1.782432 -0.4 -0.2 0.0
C -1.484214 -0.799479 -1.701530 0.3 0.1 0.1
C 1.932058 -0.938154 -0.280617 0.0 0.3 0.1
C 2.651205 -0.692206 0.876206 -0.3 0.0 -0.3
C 3.783183 -1.429431 1.186846 0.4 -0.2 0.2
C 4.215650 -2.428577 0.323724 -0.1 0.1 0.0
O 5.312279 -3.213517 0.521955 -0.2 0.0 -0.3
C 6.086528 -3.007498 1.677415 0.1 0.0 0.2
C 3.496481 -2.674054 -0.848252 0.1 -0.1 0.0
C 2.371063 -1.938308 -1.142930 0.1 0.0 0.1
C -2.281767 2.345545 0.919441 0.2 0.0 0.2
C -3.134548 1.260479 1.037794 -0.3 -0.3 0.0
H -4.668629 -0.912920 0.267914 0.0 0.0 0.0
H -5.456436 -0.284586 1.743614 0.0 0.0 0.0
H -5.140297 -2.031615 1.568807 0.0 0.1 0.0
H -1.224411 -0.693110 3.005066 0.0 -0.1 0.1
H 0.292235 1.245137 2.783648 0.1 0.0 0.1
H 0.430735 3.668523 2.333373 0.0 0.1 0.0
H -0.677127 4.445744 1.179397 0.1 0.0 0.0
H 2.389041 4.222891 1.476149 0.1 0.0 0.0
H 2.774821 4.010900 -0.231448 0.1 0.1 0.0
H 1.644559 5.291226 0.264589 0.0 0.1 0.0
H -0.126737 4.312737 -1.198474 0.0 -0.1 0.0
H -0.538102 2.600065 -0.952925 0.0 0.1 -0.1
H 1.996400 3.678382 -2.269675 0.0 -0.1 0.1
H 0.039817 2.017436 -3.327623 0.0 0.1 0.0
H 2.428510 1.565178 -0.918035 0.0 0.0 0.0
H 2.591760 1.344777 -2.679825 -0.1 0.1 0.1
H 0.540713 0.629712 0.147807 0.1 -0.1 -0.2
H 0.039437 -2.204408 0.949349 0.1 -0.1 0.1
H -1.961074 -3.645364 0.824229 0.0 -0.1 0.1
H -5.506168 -4.216402 -1.693297 0.0 0.1 -0.1
H -4.351833 -3.545179 -2.871380 0.0 0.0 0.0
H -5.320505 -2.453068 -1.841957 0.0 0.0 0.0
H -3.328153 -1.426534 -2.559967 -0.1 0.0 -0.1
H -1.359604 -0.001729 -2.416375 0.0 0.1 -0.1
H 2.325683 0.086229 1.551672 -0.1 0.1 0.1
H 4.316295 -1.211190 2.099035 0.1 0.0 0.1
H 6.506040 -1.996375 1.706080 0.0 0.0 0.0
H 5.506361 -3.186143 2.588795 0.0 0.0 0.0
H 6.898296 -3.731164 1.621498 0.0 0.1 0.1
H 3.846071 -3.451679 -1.508776 0.0 -0.1 -0.1
H 1.817800 -2.127698 -2.050360 -0.1 -0.1 -0.1
H -2.603995 3.202065 0.343816 0.0 0.1 -0.1
H -4.093681 1.295238 0.545781 -0.1 -0.1 0.0
```
Positions in Å, forces in eV/Å.

relative energy (zero: lowest compared OMol25 entry of this formula, charge and spin)	1.9	kJ/mol
2S+1	1
frontier orbital gap	8.8	eV
LUMO level	0.71	eV
structure (SMILES)	COc1ccc(CN(C)C[C@H](O)COC(c2ccc(OC)cc2)c2ccc(OC)cc2)cc1



Entry 3:
A structure of composition C27H34AsClN6NaO9, computed with ωB97M-V/def2-TZVPD.

Geometry as XYZ:
```
79
Properties=species:S:1:pos:R:3:forces:R:3
Na -0.120459 0.240955 0.315458 0.0 0.1 -0.1
C -2.609341 3.884336 2.036367 0.0 0.0 0.0
C -1.911336 3.009052 1.189738 0.0 0.0 0.0
N -1.874161 1.709039 1.363775 0.0 0.0 0.0
C -2.524993 1.185749 2.420477 0.0 0.0 0.0
C -3.254500 1.972266 3.324518 0.0 0.0 0.0
C -3.285008 3.359703 3.104132 0.0 0.0 0.0
C -3.927201 1.357041 4.433921 0.0 0.0 0.0
C -3.866700 0.024985 4.627107 0.0 0.0 0.0
C -3.124755 -0.814277 3.729197 0.0 0.0 0.0
C -3.031199 -2.205945 3.901773 0.0 0.0 0.0
C -2.303302 -2.947618 3.010726 0.0 0.0 0.0
C -1.668191 -2.284919 1.948572 0.0 0.0 0.0
N -1.737783 -0.986561 1.765791 0.0 0.0 0.0
C -2.453513 -0.249782 2.634137 0.0 0.0 0.0
H -2.596399 4.947649 1.840412 0.0 0.0 0.0
H -1.352857 3.390710 0.342752 0.0 0.0 0.0
H -3.834497 3.995864 3.788438 0.0 0.0 0.0
H -4.481113 1.991755 5.115564 0.0 0.0 0.0
H -4.371710 -0.437885 5.466746 0.0 0.0 0.0
H -3.535435 -2.673214 4.739890 0.0 0.0 0.0
H -2.206356 -4.019985 3.109523 0.0 0.0 0.0
H -1.083877 -2.841324 1.223814 0.0 0.0 0.0
O 1.955549 -5.342289 -1.135263 0.0 0.1 0.0
C 2.747197 -4.838011 -0.209936 -0.1 -0.1 0.1
O 3.672493 -5.466815 0.262568 0.0 0.0 0.0
C 2.452954 -3.457999 0.258014 0.1 0.1 -0.1
C 3.209795 -2.825188 1.222484 0.0 0.0 0.0
N 2.687370 -1.603109 1.391260 0.0 0.0 0.0
N 1.647211 -1.379722 0.589030 -0.1 -0.1 0.0
C 1.479702 -2.491057 -0.110465 0.0 0.0 0.0
C 0.333733 -2.552626 -1.096645 0.0 0.0 0.1
O 0.175925 -3.628922 -1.720190 0.0 0.0 0.0
O -0.380448 -1.531273 -1.180869 0.0 0.0 0.0
H 1.226902 -4.672324 -1.402887 0.0 0.0 0.0
H 4.066425 -3.179233 1.769537 0.0 0.0 0.0
H 2.975260 -0.846933 2.003826 0.0 0.0 0.0
O 3.004467 1.108850 2.500679 0.0 0.0 0.0
Cl 1.674931 1.691104 2.413607 0.0 0.0 0.0
O 1.578477 2.821998 3.282332 0.0 0.0 0.0
O 1.436416 2.101985 1.034756 0.0 0.0 0.0
O 0.697867 0.687441 2.762147 0.0 0.0 0.0
C -3.982222 -1.703989 -1.976815 0.0 0.0 0.0
C -3.559476 -0.396401 -1.329892 0.0 0.0 0.0
O -2.408643 0.152029 -1.943245 0.0 0.0 0.0
H -4.877834 -2.105351 -1.495139 0.0 0.0 0.0
H -3.181529 -2.440750 -1.887994 0.0 0.0 0.0
H -4.192765 -1.554928 -3.037218 0.0 0.0 0.0
H -3.380883 -0.553303 -0.259343 0.0 0.0 0.0
H -4.348604 0.354497 -1.422181 0.0 0.0 0.0
H -1.688854 -0.501108 -1.833795 0.0 0.0 0.0
C -1.560421 3.601763 -2.537371 0.0 0.0 0.0
As -0.071522 2.364052 -2.165236 -0.1 -0.1 0.0
C 1.378757 3.610512 -2.615097 0.0 0.0 0.0
C -0.130122 1.445264 -3.888920 0.0 0.0 0.0
H -1.483392 4.015663 -3.544403 0.0 0.0 0.0
H -1.560332 4.423768 -1.819214 0.0 0.0 0.0
H -2.494476 3.047887 -2.441486 0.0 0.0 0.0
H 1.169264 4.126692 -3.553862 0.0 0.0 0.0
H 2.302028 3.040605 -2.713199 0.0 0.0 0.0
H 1.499622 4.343626 -1.816806 0.0 0.0 0.0
H -0.170656 2.171175 -4.703480 0.0 0.0 0.0
H -1.010646 0.806042 -3.916303 0.0 0.0 0.0
H 0.767318 0.837987 -3.979201 0.0 0.0 0.0
C 5.430639 0.448381 0.210658 0.0 0.0 0.0
C 4.399832 0.112116 -0.812864 0.0 0.0 0.0
C 4.311647 -0.921615 -1.715500 0.0 0.0 0.0
C 3.096261 -0.711161 -2.405874 0.0 0.0 0.0
N 2.484257 0.371879 -1.957246 0.0 0.0 0.0
N 3.296869 0.866615 -1.001255 0.0 0.0 0.0
C 2.482020 -1.555740 -3.473978 0.0 0.0 0.0
H 6.033776 -0.431301 0.432807 0.0 0.0 0.0
H 4.965042 0.796777 1.132828 0.0 0.0 0.0
H 6.101180 1.234492 -0.143298 0.0 0.0 0.0
H 5.012759 -1.730002 -1.844908 0.0 0.0 0.0
H 2.924814 1.566978 -0.372208 0.0 0.0 0.0
H 2.944118 -1.374465 -4.447271 0.0 0.0 0.0
H 1.415785 -1.347026 -3.547614 0.0 0.0 0.0
H 2.598818 -2.615159 -3.240894 0.0 0.0 0.0
```
Positions in Å, forces in eV/Å.

relative energy (zero: lowest compared OMol25 entry of this formula, charge and spin)	19.1	kJ/mol
2S+1	1
frontier orbital gap	7.9	eV
charge	-1
LUMO level	1.95	eV